[1]
Density functional theory data (wB97M-V/def2-TZVPD) for a structure of composition C21H43CoN2OP3.

```
71
Properties=species:S:1:pos:R:3:forces:R:3:lowdin_spin:R:1
Co 0.304053 -0.691449 0.571053 -0.5 2.7 0.4 2.35
P 1.579043 -1.816842 -0.711277 2.2 -1.4 -2.0 0.09
P 1.368368 -1.117879 2.342245 2.5 -0.9 4.2 0.12
P -1.409608 -1.895213 0.660638 -3.8 -3.0 0.2 0.10
O -2.861644 2.221583 -1.993782 2.4 -3.1 0.4 0.12
N -0.362075 1.008540 1.621654 0.8 0.5 -0.3 0.05
N -0.581446 3.153995 2.089005 -0.2 -1.0 -0.5 0.01
C -3.017806 -1.135575 1.112359 0.1 0.2 0.0 0.02
C -0.477415 4.599788 1.949262 0.0 0.8 0.1 0.00
C 0.106900 2.237127 1.353917 -1.6 0.0 1.6 0.02
C 3.228924 -1.029157 -0.730749 0.0 0.1 -0.3 0.03
C 2.052645 -3.594334 -0.422457 -0.3 0.2 0.1 0.01
C -0.758277 0.476485 -4.215279 -1.0 -0.5 0.2 0.03
C 0.459156 1.126205 -3.940254 0.6 0.0 0.3 0.22
C 1.048874 -1.868146 -2.447614 0.0 0.0 -0.4 0.04
C -1.890357 -2.773075 -0.886682 0.1 0.2 0.1 0.02
C -1.837246 0.557872 -3.347021 0.1 -0.5 -1.3 0.09
C -1.644581 3.645887 -3.806460 0.6 1.1 -1.1 0.04
C -1.721569 1.478222 -2.293016 -2.7 2.0 0.2 0.21
C -0.432146 4.121509 -3.462463 -0.6 0.7 -0.7 0.07
C 0.590817 -0.952676 3.993944 -0.4 0.2 0.1 0.03
C -1.518589 2.470091 2.854959 1.0 -0.3 -0.3 0.00
C 2.745482 0.052710 2.625851 0.0 0.2 -0.3 0.02
C -0.427739 1.778544 -1.776199 0.7 0.9 -0.5 0.20
C -1.364259 -3.324837 1.852863 0.2 0.3 -0.2 0.02
C 0.651647 1.642493 -2.642580 -0.2 -0.5 0.8 0.00
C -1.312776 1.135872 2.625476 0.2 0.9 -0.7 0.00
C 2.248245 -2.708428 2.696502 -0.2 -0.5 -0.4 0.02
H 0.409842 0.102769 4.240719 0.0 -0.4 0.0 0.00
H 1.239661 -4.178110 0.028910 0.2 0.1 -0.2 0.00
H 2.163281 -2.942920 3.774845 0.2 0.2 -0.6 0.00
H -0.038822 4.839158 0.975083 -0.2 0.0 0.2 0.00
H -0.909045 -0.081010 -5.136626 0.2 0.1 0.1 0.00
H -3.049688 -0.958921 2.194303 -0.1 -0.1 -0.3 0.00
H 3.117008 0.054471 -0.600262 0.2 -0.2 -0.1 0.00
H 3.844486 -1.438882 0.082268 -0.1 0.2 -0.3 0.00
H 0.437020 3.978799 -4.122377 -0.2 -0.4 0.7 0.01
H -0.491055 -3.965486 1.673293 -0.2 0.1 0.0 0.00
H -2.065632 -2.031930 -1.678935 0.0 -0.3 0.1 0.00
H -1.094992 -3.460039 -1.200975 -0.2 0.1 0.0 0.00
H 2.935481 -3.642932 0.230374 -0.4 0.0 -0.3 0.00
H -0.303624 4.842890 -2.647637 -0.1 -0.1 -0.4 0.00
H -1.307606 -2.940215 2.878719 -0.1 -0.2 -0.2 0.00
H 0.144274 5.067723 2.725327 -0.2 -0.4 -0.1 0.00
H -2.617618 2.891051 -1.346623 -0.1 0.4 0.3 0.00
H -3.130386 -0.175942 0.594788 -0.1 -0.1 0.1 0.00
H 1.809369 -3.553181 2.140266 0.3 0.3 0.3 0.00
H -0.334697 2.357026 -0.855169 -0.1 -0.3 -0.4 0.01
H -0.030347 -2.038947 -2.498906 0.3 -0.1 -0.1 0.00
H -2.275645 -3.932143 1.744346 0.3 0.3 0.0 0.00
H -2.233788 2.966899 3.483506 0.1 0.1 0.2 0.00
H -2.785638 0.053757 -3.575362 0.3 0.5 0.0 0.00
H -3.849078 -1.795395 0.828779 0.3 0.1 0.1 0.00
H 3.324309 -0.300629 3.492247 -0.1 0.2 -0.3 0.00
H 1.254672 -0.921282 -2.964974 0.1 -0.4 0.3 0.00
H -1.708498 0.291313 3.163319 -0.2 0.1 -0.3 0.00
H -0.342483 -1.527376 4.068445 0.3 0.2 0.1 0.00
H 1.617877 1.972391 -2.271650 0.0 0.1 -0.4 0.00
H 0.921021 2.496551 0.705439 0.1 0.0 -0.1 0.00
H 1.593607 -2.690082 -2.930273 -0.3 0.3 -0.1 0.00
H 1.325706 -1.362132 4.704482 -0.4 0.3 -0.2 0.00
H 2.336686 1.047244 2.841496 0.2 -0.2 0.0 0.00
H 2.298981 -4.031386 -1.403085 0.0 0.2 0.4 0.00
H 3.707801 -1.234853 -1.697499 0.1 0.1 0.3 0.01
H 1.252071 1.203670 -4.707879 -0.5 -0.2 0.6 0.01
H -2.810736 -3.345856 -0.703387 0.3 0.2 -0.1 0.00
H -2.566995 4.096325 -3.455936 0.2 -0.3 0.4 0.00
H 3.310822 -2.589641 2.434233 -0.3 -0.2 0.0 0.00
H -1.486069 5.024756 2.018243 0.3 -0.1 -0.1 0.00
H 3.387288 0.109226 1.739057 0.0 0.1 0.4 0.00
H -1.765450 2.943958 -4.638793 0.1 0.5 0.2 0.00
```
Positions in Å, forces in eV/Å.

As for the spin multiplicity: 5. The value obtained for the HOMO energy (spin up / spin down) is -0.620 / -0.643 hartree. The value obtained for the orbital gap (spin up / spin down) is 7.79 / 4.96 eV. As for the charge: +3. The energy above the lowest of the compared OMol25 structures with the same formula, charge and spin comes out at 1.3538 eV.

[2]
Density functional theory data (wB97M-V/def2-TZVPD) for a cluster of 5 separate species, C21H43F10N4O18P4S in total.

```
101
Properties=species:S:1:pos:R:3:forces:R:3:lowdin_charge:R:1
S 0.465589 -1.258004 5.619356 -0.3 0.3 -0.4 0.83
P 1.717283 -4.194532 -1.782167 -0.6 -0.2 0.5 0.44
P -5.488466 1.469765 -0.179095 0.2 -0.8 -0.1 0.45
P 1.939959 -11.504590 -2.096077 -0.7 0.3 -0.5 0.44
P -0.839975 9.215927 -2.466250 0.8 0.5 -0.4 0.45
F 3.904420 1.676347 3.807738 -2.0 4.3 -0.8 0.01
F 1.507058 1.262614 2.166041 2.0 3.5 -2.0 0.03
F 4.255316 3.791014 1.393283 -4.6 -1.5 2.0 0.05
F 0.885284 3.076789 0.748906 3.7 -2.6 2.0 0.03
F 4.148233 1.053395 0.327909 -4.8 2.5 -1.0 0.07
F 4.579680 3.955048 3.965229 -3.8 -2.7 -0.9 0.01
F 1.943406 0.466353 -0.376386 2.9 4.4 1.7 0.03
F -2.060495 4.200119 2.661891 2.2 3.5 2.4 0.00
F 2.791745 2.580624 -1.113172 0.6 -3.5 4.4 0.07
F 2.193333 4.757794 2.101867 2.4 -4.2 0.5 0.03
O -2.031885 8.133307 -2.519928 0.6 0.9 0.0 -0.21
O 0.316945 -3.836895 -1.395614 1.8 -0.3 -0.7 -0.25
O -6.741183 2.409650 0.198946 0.8 -0.7 -0.6 -0.21
O -1.515495 10.535478 -3.092526 0.6 -1.1 1.7 -0.21
O 0.444489 8.790828 -3.104780 -1.8 0.2 0.9 -0.25
O 2.846564 -10.262641 -1.612595 -1.6 -0.8 0.4 -0.23
O -5.076413 0.491976 0.875616 -0.5 1.5 -1.1 -0.26
O 2.836185 -3.087918 -1.433474 -0.5 -1.6 0.6 -0.21
O -0.742221 9.603551 -0.904739 -0.2 0.7 -1.6 -0.21
O -5.928753 0.820601 -1.584264 1.2 1.5 1.1 -0.21
O -1.063287 4.141135 6.267911 4.8 1.4 -8.2 0.05
O 0.922922 -11.672029 -0.860212 1.6 1.0 -0.7 -0.21
O 1.948438 -4.495113 -3.347995 0.1 -0.1 1.3 -0.21
O -1.642733 6.545452 2.268402 1.3 -7.9 6.2 0.03
O 2.916534 -12.776658 -1.941997 -0.9 0.9 0.3 -0.22
O -4.349425 2.513339 -0.639162 -0.8 -1.4 -0.5 -0.21
O 1.295842 -11.346729 -3.437147 1.1 -0.3 1.7 -0.25
O 2.314850 -5.505710 -1.065585 0.3 2.1 -0.5 -0.21
N -0.733266 5.712612 4.425414 -0.3 -3.9 -2.4 0.14
N 2.321801 2.542015 6.020661 -0.9 -3.4 -2.0 0.11
N 1.624151 0.035487 6.005588 -0.5 2.5 -0.9 -0.27
N 0.192825 1.966910 5.041173 4.6 -1.9 0.4 0.11
C 3.948442 -9.882847 -2.404498 0.7 0.1 -0.4 -0.11
C 2.814735 1.629004 0.037281 -0.3 -2.0 -2.8 -0.13
C -0.404600 4.393554 5.106038 -3.5 -0.7 6.9 -0.18
C -3.789675 3.371283 0.328359 0.1 0.5 0.4 -0.13
C 3.607772 -13.235190 -3.086242 0.5 -0.5 -0.8 -0.12
C 1.134198 -3.823840 -4.288082 -0.6 0.3 -0.8 -0.12
C -6.868715 -0.231159 -1.551285 -0.7 -0.8 0.0 -0.11
C 2.965778 3.459321 2.107035 1.7 2.6 -0.8 -0.08
C 3.385358 3.086585 3.644740 2.6 0.4 1.2 -0.11
C 1.527643 -6.676487 -1.085698 -0.6 -0.9 0.0 -0.11
C 2.072642 2.337699 1.321969 -2.7 0.0 -1.4 -0.09
C -1.693435 6.761153 -2.518147 0.1 -0.9 -0.1 -0.12
C -0.291633 8.627334 0.006006 0.0 -0.5 0.5 -0.12
C -1.668805 10.587694 -4.494163 -0.1 0.0 -1.0 -0.11
C -0.102781 -12.632896 -0.984648 -0.8 -0.7 -0.1 -0.11
C 0.663062 3.284195 4.454216 -2.2 0.6 -0.9 -0.14
C 2.258544 3.455975 4.783528 -0.6 0.4 1.9 -0.09
C -1.465426 5.497306 3.103834 -1.0 6.4 -5.2 -0.17
C 1.398440 1.361850 5.731267 -0.2 2.3 -1.1 -0.18
C 2.713868 -1.803086 -1.998924 0.1 0.6 -0.4 -0.12
C -6.940120 2.749825 1.556173 -0.3 0.3 0.9 -0.12
H -2.525782 9.981466 -4.800473 0.1 0.0 0.0 0.09
H -0.632286 6.593816 -2.313910 -0.1 0.1 -0.1 0.08
H 0.294170 9.119467 0.785638 -0.1 0.0 -0.2 0.09
H -3.872217 2.957376 1.336788 0.0 0.0 -0.1 0.07
H 0.081859 -1.091277 4.259633 1.1 0.4 1.3 -0.07
H -0.256769 1.367259 4.306881 0.6 0.5 1.2 0.14
H -6.837167 -0.755619 -2.510331 0.1 0.2 0.1 0.09
H -7.874840 0.169720 -1.400445 0.1 -0.1 0.0 0.09
H 0.482931 -6.450871 -0.855779 0.1 0.0 -0.1 0.09
H -6.630887 -0.945233 -0.758362 0.0 0.1 0.0 0.09
H -1.939165 6.334888 -3.494113 0.1 0.0 0.1 0.09
H -1.848136 11.626289 -4.785679 0.0 -0.2 0.2 0.09
H 0.531178 -3.035332 -3.829414 0.0 -0.2 0.0 0.08
H -2.279526 6.249067 -1.750434 0.0 0.1 -0.1 0.08
H 4.668169 -13.344340 -2.843837 -0.2 0.0 0.1 0.09
H -7.070607 3.832108 1.638356 0.0 -0.1 -0.1 0.09
H -0.765860 10.236965 -5.000984 -0.1 0.0 0.1 0.09
H 0.298156 3.297558 3.321582 1.4 0.0 2.2 0.15
H 1.677997 -1.568646 -2.257905 0.0 0.0 0.1 0.08
H 3.338067 -1.749502 -2.894189 -0.1 0.0 0.0 0.10
H 4.852228 -10.342435 -1.997136 0.0 0.0 -0.1 0.09
H 4.053292 -8.796438 -2.360841 -0.1 -0.1 0.0 0.09
H -0.867179 -12.424836 -0.230838 0.3 0.1 -0.1 0.09
H 3.069413 -1.066461 -1.274939 0.0 -0.4 -0.2 0.06
H -1.157941 8.145077 0.465282 0.1 0.0 0.0 0.07
H 2.494158 4.536519 5.231966 -0.4 -2.3 -1.5 0.20
H 0.299478 -13.635135 -0.813037 0.0 0.1 0.0 0.09
H 0.168277 6.213418 4.249641 -1.2 -0.1 -0.3 0.15
H 3.296372 2.252320 6.316287 -1.5 0.4 -0.5 0.17
H 1.769948 -3.372950 -5.054657 0.0 -0.1 0.1 0.09
H -4.300548 4.336176 0.283770 0.1 0.0 0.1 0.10
H -2.732720 3.519324 0.095737 -0.1 -0.1 0.0 0.08
H 3.514035 -12.549187 -3.932626 -0.1 -0.1 0.1 0.08
H -0.568545 -12.583954 -1.972504 0.1 0.0 0.1 0.09
H 0.468871 -4.549923 -4.762146 0.0 0.1 0.1 0.10
H -7.846375 2.255731 1.915572 0.1 0.1 0.0 0.09
H 1.596687 -7.157980 -2.065057 -0.1 0.0 0.1 0.09
H 0.334099 7.874231 -0.480160 0.0 0.1 0.0 0.08
H 1.908551 -7.364458 -0.325811 0.1 0.2 -0.2 0.09
H -6.098573 2.452710 2.188054 -0.1 -0.1 -0.1 0.07
H 2.512296 -0.299108 6.481039 -1.4 0.9 -0.9 0.15
H 3.208097 -14.211039 -3.373601 0.1 0.1 0.0 0.09
H 3.822246 -10.181345 -3.448545 0.0 0.1 0.0 0.09
```
Positions in Å, forces in eV/Å.

As for the spin multiplicity: 1. The value obtained for the HOMO energy is -0.430 hartree. The value obtained for the orbital gap is 7.00 eV. As for the charge: +1.

[3]
Density functional theory data (wB97M-V/def2-TZVPD) for a cluster of 3 separate species, C21H43F3N3O4 in total.

```
74
Properties=species:S:1:pos:R:3:forces:R:3:lowdin_spin:R:1
F -7.662228 3.559900 -3.338391 0.2 -0.2 0.1 0.00
F -6.174972 3.373432 -1.750746 0.0 0.1 0.0 0.00
F -7.218003 5.240962 -2.062888 0.1 -0.1 0.0 0.00
O 1.449336 -3.109668 0.132912 0.0 0.2 0.6 0.52
O -1.659633 2.929601 -0.578961 0.2 0.1 -0.7 0.46
O -5.267501 6.009251 -3.525751 0.3 -0.3 -0.1 0.00
O -2.566920 4.997106 -2.749315 -0.2 0.0 -0.2 0.00
N 2.327874 -3.601101 0.948120 -0.2 -0.3 -1.9 0.38
N -3.405521 3.886847 -2.554355 0.4 -0.2 0.1 0.00
N -0.620151 2.326207 -0.098166 -1.8 0.3 1.0 0.43
C -5.576051 4.652519 -3.701553 0.1 0.3 0.4 0.00
C 2.667493 -5.848393 -0.052889 0.2 0.1 -0.3 0.02
C 4.285369 -3.988759 -0.561209 -0.2 -0.3 -0.3 0.02
C 2.106963 -5.071069 1.137567 0.0 -0.6 1.1 0.03
C -6.685723 4.204918 -2.704188 -0.3 0.2 -0.1 0.00
C 4.119582 -5.495179 -0.365577 0.0 0.1 0.1 0.00
C -0.949788 1.538540 2.688666 0.1 0.0 -0.1 0.00
C 0.353232 0.037650 0.169989 0.2 0.1 0.1 0.00
C 3.705835 -3.143016 0.576896 0.9 0.4 0.8 0.03
C -1.618870 0.749575 1.564543 -0.2 0.4 0.3 0.02
C 0.052765 4.615365 0.549677 -0.3 0.1 -0.2 0.00
C 4.640911 -3.181591 1.798320 0.0 -0.2 0.1 0.00
C 3.652604 -1.682670 0.141063 -0.3 0.1 -0.2 0.00
C -0.925487 0.888189 0.205546 0.7 -1.1 -0.4 0.03
C -0.740538 2.996420 2.287114 -0.4 -0.3 0.1 0.02
C -1.830576 0.313487 -0.880093 -0.2 0.3 -0.2 0.00
C 0.614204 -5.343523 1.282893 -0.2 0.2 -0.2 0.00
C 0.027011 3.150787 0.973692 1.2 0.3 0.2 0.03
C 1.500254 2.751221 1.170668 0.0 -0.2 0.0 0.00
C -4.383655 3.683968 -3.652256 -0.5 -0.3 -0.4 0.00
C 2.751137 -5.571612 2.443188 0.1 0.1 0.0 0.00
H 4.168799 -2.708788 2.660663 0.0 0.0 0.0 0.00
H 0.998423 0.180349 1.031261 0.0 0.0 0.0 0.00
H 1.634212 1.850766 1.761694 0.0 0.0 0.0 0.00
H -2.764945 3.078584 -2.526121 0.1 0.1 0.3 0.00
H -4.780740 2.679947 -3.479738 0.1 0.0 -0.1 0.00
H -2.720416 5.622581 -2.025017 0.1 -0.1 0.1 0.00
H -1.656223 -0.309534 1.823380 0.0 0.0 -0.1 0.00
H 3.798518 -3.703876 -1.499403 -0.1 0.0 0.1 0.00
H 0.099661 -1.020772 0.160808 -0.1 0.0 0.0 0.00
H 4.783908 -5.852863 0.424928 0.0 0.0 0.0 0.00
H 4.949653 -4.182947 2.083303 0.0 0.0 0.0 0.00
H -3.849493 3.660822 -4.601003 0.2 0.3 0.2 0.00
H 3.175508 -1.062565 0.901992 0.0 0.0 0.0 0.00
H -1.717266 3.483854 2.195044 0.0 0.0 -0.1 0.00
H 2.575801 -6.917133 0.150862 0.0 0.0 0.1 0.00
H -3.840283 3.893410 -1.624860 0.0 0.0 0.0 0.00
H 2.001135 2.612626 0.212201 0.0 0.0 0.0 0.00
H -1.943993 -0.755970 -0.715791 0.1 0.0 0.0 0.00
H 0.934062 0.241681 -0.730651 0.0 0.0 0.0 0.00
H 4.669193 -1.320054 -0.008391 0.0 0.0 0.0 0.00
H -0.000812 1.074466 2.965743 0.0 0.0 0.0 0.00
H -0.946960 5.029219 0.427511 0.0 -0.1 0.0 0.00
H 2.319061 -6.534721 2.712599 -0.1 0.0 -0.1 0.00
H 2.019336 3.545553 1.705241 -0.1 0.1 0.0 0.00
H -1.576933 1.496257 3.580031 0.0 0.0 0.0 0.00
H 3.823072 -5.731744 2.371540 0.0 0.0 0.0 0.00
H 4.429308 -6.011758 -1.275319 0.0 0.0 0.0 0.00
H 0.055977 -5.070035 0.390513 0.0 0.1 0.0 0.00
H 0.555878 5.196918 1.319879 0.0 -0.1 0.0 0.00
H -2.658061 1.084692 1.473521 0.0 0.1 -0.1 0.00
H 0.464597 -6.408674 1.455494 0.1 0.0 0.0 0.00
H 2.054243 -5.645142 -0.936690 0.0 0.1 0.1 0.00
H -5.987609 4.575226 -4.708948 -0.1 -0.1 0.1 0.00
H -2.827937 0.754664 -0.862123 0.0 0.0 0.0 0.00
H 3.112854 -1.554461 -0.795083 -0.1 0.0 0.0 0.00
H 5.554463 -2.631259 1.574845 0.0 0.0 -0.1 0.00
H -0.199917 3.529310 3.071106 0.1 0.0 -0.1 0.00
H 0.198337 -4.797903 2.131541 0.0 0.0 0.0 0.00
H 5.343087 -3.741908 -0.673266 0.0 0.1 0.0 0.00
H -4.975700 6.177161 -2.622963 -0.2 0.2 0.0 0.00
H 2.559285 -4.879543 3.263894 0.0 0.0 0.0 0.00
H -1.399104 0.460288 -1.872632 0.0 0.0 0.0 0.00
H 0.599067 4.743916 -0.386112 0.0 0.0 0.0 0.00
```
Positions in Å, forces in eV/Å.

As for the spin multiplicity: 3. The value obtained for the HOMO energy (spin up / spin down) is -0.371 / -0.407 hartree. The value obtained for the orbital gap (spin up / spin down) is 6.79 / 7.76 eV. As for the charge: +1.

| no. | electronic energy (hartree) |
| --- | --- |
| 1 | -3416.45678 |
| 2 | -5161.31898 |
| 3 | -1590.37615 |